1.
Below is a molecular structure, C42H48N8O4S4Tl at a distorted geometry, with properties calculated with ωB97M-V with the def2-TZVPD basis set.

Positions of all 107 atoms, in Å:
Tl  -1.83961  0.15927  1.73356
N  -4.07073  -0.85039  2.00179
C  -4.68194  -0.94887  3.33098
C  -4.04596  0.05388  4.29019
N  -2.57788  0.01122  4.29990
C  -2.02562  1.19702  4.97390
C  -2.22977  2.48133  4.18562
N  -1.59222  2.35119  2.87641
C  -2.05831  -1.21331  4.93405
C  -1.89234  -2.41879  4.00568
N  -1.14628  -2.02275  2.81726
H  -4.62768  -0.20487  1.43143
H  -4.10196  -1.73243  1.50198
H  -4.59374  -1.96034  3.71602
H  -5.74885  -0.72401  3.28429
H  -4.43864  -0.11874  5.30012
H  -4.35762  1.04922  3.97548
H  -0.94842  1.04378  5.06667
H  -2.43997  1.30768  5.98371
H  -1.81732  3.30182  4.77198
H  -3.28457  2.69932  4.03142
H  -0.58500  2.44976  2.91365
H  -1.99095  2.97443  2.18379
H  -2.68277  -1.49750  5.78947
H  -1.06666  -0.98215  5.32732
H  -2.84876  -2.82236  3.68710
H  -1.39330  -3.20281  4.57885
H  -1.13021  -2.73640  2.09886
H  -0.18705  -1.76385  3.03203
N  -1.22096  -0.73484  -0.07119
S  -1.59964  -0.22386  -1.44123
N  0.02148  -0.66692  -2.17601
S  1.30147  0.01929  -1.77533
N  1.54689  0.73797  -0.39725
S  1.55748  0.24199  1.13870
N  0.42667  0.45970  2.06338
C  2.97887  1.14527  1.75070
C  3.11592  1.20183  3.13105
C  4.18107  1.89819  3.67892
C  5.09329  2.54170  2.85083
C  4.94134  2.48960  1.47271
C  3.88255  1.78386  0.91459
C  2.17552  -1.44648  1.06666
C  1.30447  -2.42080  0.58701
C  1.74501  -3.73251  0.50042
C  3.03893  -4.06336  0.88164
C  3.90102  -3.08163  1.34893
C  3.47685  -1.76214  1.44063
C  2.58954  -1.16298  -2.13704
C  3.90805  -0.81550  -1.88182
C  4.91152  -1.70282  -2.23266
C  4.58825  -2.91390  -2.83558
C  3.26272  -3.24511  -3.08447
C  2.24800  -2.36604  -2.73322
C  1.77777  1.32529  -2.90946
C  2.15060  2.59246  -2.49468
C  2.52470  3.52658  -3.45308
C  2.51965  3.18689  -4.79738
C  2.13279  1.91284  -5.19938
C  1.75666  0.97516  -4.25480
C  -2.36714  -1.33881  -2.63438
C  -3.43704  -0.96285  -3.43410
C  -3.97687  -1.89727  -4.30571
C  -3.47890  -3.19264  -4.34043
C  -2.43309  -3.56145  -3.50322
C  -1.86322  -2.62888  -2.65279
C  -1.40396  1.46098  -2.05713
C  -1.57402  1.72014  -3.41181
C  -1.42475  3.01714  -3.87111
C  -1.09613  4.03699  -2.98762
C  -0.87156  3.74935  -1.65146
C  -1.01401  2.45546  -1.17817
H  2.38341  0.70949  3.76064
H  4.29534  1.94297  4.75437
H  5.92361  3.08624  3.28272
H  5.64506  2.99967  0.82712
H  3.75131  1.73825  -0.15656
H  0.31839  -2.12009  0.24585
H  1.08041  -4.49881  0.11740
H  3.38056  -5.08934  0.80632
H  4.91210  -3.33906  1.63969
H  4.15383  -1.00080  1.80089
H  4.14678  0.13764  -1.42032
H  5.94668  -1.44760  -2.04142
H  5.37661  -3.60275  -3.11525
H  3.01723  -4.18699  -3.55911
H  1.20229  -2.58583  -2.91548
H  2.12246  2.84733  -1.44501
H  2.81250  4.52390  -3.14481
H  2.81002  3.92100  -5.54003
H  2.12350  1.65132  -6.24989
H  1.44379  -0.02146  -4.54969
H  -3.86244  0.02868  -3.35987
H  -4.80410  -1.61369  -4.94345
H  -3.91714  -3.92236  -5.01020
H  -2.05702  -4.57589  -3.51684
H  -1.03926  -2.89164  -1.99805
H  -1.79908  0.92152  -4.10462
H  -1.56651  3.22874  -4.92377
H  -1.00501  5.05553  -3.34460
H  -0.58056  4.53866  -0.96835
H  -0.81466  2.23042  -0.14331
O  -3.43996  0.16593  -0.99390
S  -4.11101  1.45338  -0.37938
O  -5.35520  0.96337  0.18516
O  -3.15823  1.83761  0.73099
O  -4.22935  2.47645  -1.37437

Forces on the atoms, in the same order (eV/Å):
-0.4730 0.2534 0.8669
-0.0317 0.0505 -0.0487
0.0977 0.0855 0.0641
0.0150 -0.0762 -0.1088
0.0925 -0.0711 0.0729
-0.0197 -0.0076 -0.1056
0.0186 -0.1399 -0.1218
-0.1968 -0.2335 -0.0816
0.0061 -0.0055 -0.1259
-0.0188 0.1865 -0.0571
0.0303 0.0863 -0.0008
-0.0802 0.1098 -0.2266
0.0492 -0.0278 0.0308
0.0056 -0.0551 0.0069
-0.0308 -0.0191 -0.0027
-0.0198 0.0446 0.0319
0.0233 -0.0126 0.0097
0.0022 -0.0318 0.0667
-0.0118 0.0038 0.0100
0.0478 0.1123 0.0158
-0.0017 0.0294 -0.0087
0.0738 -0.0204 -0.0140
-0.0147 0.0246 -0.0189
-0.0018 -0.0090 0.0195
-0.0039 0.0321 0.0238
-0.0152 -0.0226 -0.0184
0.0350 -0.0564 0.0389
0.0216 -0.0343 0.0399
0.0090 -0.0567 -0.0562
-0.4091 0.2352 -0.3935
1.0395 -0.1925 -0.0508
-0.1565 0.0391 0.0755
-0.0203 0.0631 0.0101
0.0917 -0.0112 -0.0388
-0.1303 -0.1206 0.2762
0.4650 -0.0087 -0.2937
-0.0104 0.0872 -0.1548
-0.0647 -0.0066 0.0676
0.0196 0.0010 0.0120
0.0062 -0.0088 0.0147
-0.0171 -0.0212 -0.0231
0.0007 -0.0443 0.0536
0.1263 0.0626 -0.0765
0.0892 0.0252 0.0242
-0.0203 0.0026 0.0113
0.0429 -0.0589 0.0081
-0.0049 -0.0064 -0.0124
-0.1227 -0.0933 0.0335
-0.0257 -0.0577 0.0221
-0.0010 0.0594 0.0151
0.0264 -0.0313 -0.0016
-0.0001 -0.0153 -0.0015
0.0461 -0.0034 0.0056
-0.0196 0.0407 0.0200
-0.0686 0.0918 0.0781
-0.0250 -0.0492 -0.0074
-0.0026 -0.0141 -0.0194
0.0023 0.0497 -0.0132
0.0047 -0.0019 -0.0247
-0.0364 -0.0639 0.0216
-0.2203 0.1551 -0.1037
0.0142 0.0322 0.0763
0.0345 -0.0563 -0.0221
-0.0054 -0.0131 0.0222
-0.0444 -0.0086 -0.0691
0.0911 0.0034 0.1214
-0.2182 0.0381 -0.1707
0.0103 -0.0987 0.1022
0.0185 0.0325 0.0080
-0.0004 0.0186 -0.0019
0.0238 0.1139 -0.0530
-0.0895 -0.1731 0.0437
0.0538 0.0461 -0.0513
0.0152 0.0028 -0.0245
-0.0342 -0.0044 -0.0142
-0.0149 -0.0148 0.0191
-0.0208 0.0558 0.0236
-0.0308 -0.0373 0.0442
0.0267 0.0337 0.0104
-0.0212 0.0590 0.0076
-0.0377 0.0093 -0.0111
0.0148 -0.0148 -0.0160
-0.0113 -0.1317 -0.0848
-0.0457 -0.0186 -0.0077
-0.0379 0.0425 0.0111
0.0101 0.0295 0.0203
0.1041 0.0024 -0.0147
0.0253 -0.0078 0.0052
-0.0124 -0.0272 -0.0067
-0.0061 -0.0495 0.0444
-0.0009 0.0132 0.0323
0.0207 0.0764 -0.0079
0.0424 -0.0339 0.0048
0.0173 -0.0045 0.0239
0.0210 0.0298 0.0204
-0.0011 -0.0024 0.0002
-0.0974 -0.0055 -0.0682
-0.0408 0.0129 0.0078
-0.0058 -0.0029 0.0448
0.0196 -0.0456 0.0024
-0.0322 -0.0357 -0.0124
-0.0302 -0.0180 0.0685
-0.2339 0.3519 -0.0078
0.2195 -0.5010 -0.0040
0.0570 0.0133 0.1001
-0.1231 0.0233 -0.0838
0.1441 0.0219 0.0312

Computed properties:
LUMO energy = -2.0 eV
Charge = +1
HOMO-LUMO gap = 8.59 eV
Highest occupied orbital energy = -10.644 eV

2.
Below is a molecular structure, C42H48NO3P2RuS at a distorted geometry, with properties calculated with ωB97M-V with the def2-TZVPD basis set.

Positions of all 98 atoms, in Å:
Ru  0.85301  -1.09011  1.28313
C  3.17184  -0.39969  3.80671
C  3.15990  -1.86790  3.39430
C  3.90042  -2.73729  4.39161
O  1.79498  -2.32377  3.25665
C  3.75448  -1.97509  1.97748
O  4.96866  -2.04535  1.84604
O  2.88104  -1.93211  1.04738
H  2.79117  -0.28028  4.82535
H  2.55374  0.19962  3.13194
H  4.19145  -0.01552  3.76906
H  3.56464  -2.53139  5.41152
H  4.96794  -2.53908  4.32015
H  3.73213  -3.79053  4.16762
H  1.37032  -2.23397  4.11807
C  -2.95343  2.64921  -5.19553
S  -2.09793  1.09535  -5.51969
C  -0.39521  1.64907  -5.22702
C  0.00221  1.69569  -3.75887
C  0.06364  0.30933  -3.13348
N  0.48673  0.35816  -1.73495
P  2.00413  -0.22440  -1.11520
C  3.11982  -0.18870  -2.57120
C  3.49865  -1.41458  -3.11150
C  4.31347  -1.46986  -4.23540
C  4.75326  -0.29564  -4.82588
C  4.38973  0.93392  -4.28749
C  3.58138  0.98738  -3.16362
C  2.66678  1.23439  -0.23797
C  3.89950  1.06043  0.39743
C  4.44428  2.09039  1.14764
C  3.76691  3.29801  1.27542
C  2.54547  3.47505  0.64228
C  1.99618  2.44465  -0.11140
P  -0.56040  0.06814  -0.43790
C  -1.84173  1.33528  -0.56751
C  -2.90685  1.22482  -1.45769
C  -3.83608  2.25006  -1.55358
C  -3.70352  3.39049  -0.77175
C  -2.63857  3.50812  0.11030
C  -1.71598  2.47925  0.21700
C  -1.49244  -1.46969  -0.83435
C  -2.83401  -1.61764  -0.49921
C  -3.46354  -2.84867  -0.62589
C  -2.75704  -3.95259  -1.06738
C  -1.41407  -3.82023  -1.39758
C  -0.78593  -2.59094  -1.28881
H  -4.02007  2.46229  -5.30845
H  -2.65287  3.41002  -5.91516
H  -2.76854  3.00306  -4.18266
H  -0.28921  2.63077  -5.69154
H  0.25189  0.96270  -5.77689
H  -0.69885  2.31912  -3.19598
H  0.98828  2.15993  -3.66455
H  0.75803  -0.31361  -3.70526
H  -0.91357  -0.17891  -3.19665
H  3.17057  -2.32878  -2.63003
H  4.60954  -2.42787  -4.64196
H  5.39043  -0.33481  -5.69989
H  4.74597  1.85015  -4.74064
H  3.31594  1.94623  -2.73400
H  4.42191  0.11188  0.32251
H  5.39804  1.94586  1.63875
H  4.19099  4.09792  1.86870
H  2.02118  4.41895  0.72788
H  1.05029  2.59021  -0.62506
H  -3.01173  0.34664  -2.08288
H  -4.66427  2.15669  -2.24359
H  -4.43202  4.18702  -0.85018
H  -2.53223  4.39492  0.72154
H  -0.89443  2.55857  0.92085
H  -3.39628  -0.77624  -0.11751
H  -4.51024  -2.94025  -0.36454
H  -3.24753  -4.91318  -1.15412
H  -0.84750  -4.67701  -1.73788
H  0.25148  -2.49919  -1.59157
C  -1.14888  -1.00301  4.77201
C  -1.43490  -1.26804  3.28324
C  -1.36455  -2.76990  2.99597
C  -0.38821  -0.53145  2.45999
C  -2.83208  -0.70113  2.98235
C  -3.92969  -1.53459  2.77254
C  -5.18864  -1.01688  2.50226
C  -5.38362  0.35396  2.43416
C  -4.30716  1.19854  2.66205
C  -3.05318  0.67549  2.94033
H  -0.22892  -1.49770  5.09319
H  -1.96742  -1.38386  5.38600
H  -1.04126  0.06432  4.96954
H  -0.33038  -3.11422  3.02697
H  -1.75290  -3.00349  2.00109
H  -1.93402  -3.34128  3.73238
H  -0.32293  0.53652  2.72769
H  -3.80823  -2.60726  2.80511
H  -6.01971  -1.69226  2.33904
H  -6.36320  0.75974  2.21694
H  -4.44150  2.27181  2.62132
H  -2.23491  1.35984  3.12034

Forces on the atoms, in the same order (eV/Å):
-0.6257 0.8716 -0.5345
0.0199 0.0252 0.0152
0.0465 -0.0135 0.0498
0.0183 -0.0348 -0.0607
0.1030 -0.0009 0.0802
-0.1067 -0.0541 0.0540
0.0760 0.0627 -0.0196
0.0343 0.1341 -0.0686
-0.0206 0.0008 -0.0025
0.0397 -0.0122 -0.0094
0.0042 -0.0077 0.0308
-0.0205 -0.0146 0.0095
-0.0033 0.0225 0.0214
0.0165 -0.0069 -0.0158
-0.0549 0.0893 -0.0715
-0.0080 -0.0145 0.0023
-0.0056 0.0075 -0.0098
-0.0299 0.0350 -0.0043
0.0092 -0.0053 -0.0045
-0.0166 0.1571 -0.0069
-0.2266 -0.0237 0.2086
0.6376 -0.0538 -0.2432
-0.2619 -0.0839 -0.1538
0.0189 -0.0007 0.0102
-0.0041 0.0140 0.0038
-0.0097 0.0017 0.0105
-0.0057 -0.0118 0.0083
-0.0043 -0.0013 -0.0079
0.1016 -0.0494 0.0578
-0.0312 0.0298 0.0573
-0.0118 0.0111 -0.0188
-0.0077 -0.0151 0.0117
0.0156 0.0016 -0.0066
-0.0454 0.0447 -0.0855
0.4266 -1.7169 0.0420
0.1808 0.2544 0.4163
0.0239 0.1582 -0.1839
0.0339 0.0140 0.0054
0.0182 -0.0159 0.0006
-0.0310 0.0212 0.0064
-0.0254 0.0077 0.0476
0.0132 0.0561 -0.0291
-0.0324 -0.1083 0.1479
-0.0711 0.0243 0.0683
0.0470 -0.0622 -0.0051
0.0422 -0.0056 -0.0248
-0.0811 0.1516 -0.1998
-0.0041 -0.0025 -0.0014
0.0016 0.0039 -0.0010
0.0028 0.0067 0.0297
0.0364 -0.0131 -0.0165
-0.0108 -0.0261 0.0068
0.0051 -0.0019 0.0295
-0.0087 0.0174 -0.0204
0.0252 -0.0168 0.0175
0.0237 0.0275 -0.0194
-0.0108 -0.0031 -0.0065
0.0042 -0.0066 -0.0030
0.0061 -0.0007 -0.0057
0.0030 0.0073 -0.0029
0.0037 0.0018 0.0070
0.0000 -0.0028 0.0082
0.0057 -0.0029 0.0065
0.0087 0.0077 -0.0047
-0.0084 0.0045 0.0094
0.0559 -0.0134 0.0415
0.0069 0.0901 -0.0031
-0.0157 0.0024 -0.0117
-0.0068 0.0070 -0.0010
-0.0057 0.0056 0.0052
0.0058 -0.0010 -0.0174
-0.0270 -0.0589 0.0814
-0.0075 0.0029 0.0135
0.0058 -0.0144 -0.0080
-0.0195 -0.0132 -0.0335
0.0223 0.0165 0.1559
0.0587 -0.0483 0.0468
-0.1053 -0.0083 -0.1782
0.0039 -0.0606 -0.0289
-0.1854 0.1600 0.3443
0.0084 -0.0323 -0.0757
0.0503 -0.0029 -0.0320
-0.0221 0.0221 -0.0116
0.0060 -0.0141 0.0050
0.0021 -0.0017 -0.0103
0.0271 0.0045 -0.0195
-0.0078 0.0220 0.0223
0.0222 -0.0173 0.0024
-0.0223 0.0122 0.0040
-0.0775 -0.0018 0.0513
0.0190 0.0283 -0.0008
-0.0260 -0.0204 -0.0309
-0.0752 0.0421 0.0692
0.0001 -0.0296 -0.0118
0.0044 0.0006 0.0074
0.0004 0.0018 -0.0056
0.0048 0.0191 -0.0032
0.0302 0.0174 0.0006

Computed properties:
Multiplicity = 2
LUMO energy (alpha / beta) = 0.4 / 0.3 eV
Charge = 0
HOMO-LUMO gap (alpha / beta) = 7.68 / 7.49 eV
Highest occupied orbital energy (alpha / beta) = -7.307 / -7.200 eV

Values of energy above the lowest of the compared OMol25 structures with the same formula, charge and spin, in order: 23.7, 11.4, all in kcal per mole.